No. 1
Entry from the Open Molecules 2025 dataset: a structure of composition C47H40IrN11O8S2Se (ωB97M-V/def2-TZVPD).

Computed properties:
* lowest unoccupied orbital energy (alpha / beta): -3.233 / -4.925 eV
* gap between HOMO and LUMO (alpha / beta): 6.953 / 5.256 eV
* net charge: +1
* total energy: -172004.8373 eV
* ⟨S²⟩: 0.757
* multiplicity: 2

Geometry as XYZ:
```
110
Properties=species:S:1:pos:R:3:forces:R:3:lowdin_spin:R:1
Ir -0.190324 0.427705 0.607247 -0.9 0.3 -0.9 0.587
O 0.951513 3.016298 2.252545 0.0 -0.1 -0.2 -0.001
S -0.325191 2.784664 2.851943 0.3 0.3 0.0 0.007
O -1.251538 3.874404 2.936546 0.0 0.0 -0.1 0.000
N -1.069666 1.574038 1.979263 -0.1 -0.3 0.2 0.079
C -2.464413 1.444445 2.127518 0.3 0.0 0.0 0.001
C -3.276687 1.935011 3.123649 -0.1 0.0 0.0 0.019
C -4.671549 1.746482 3.046464 0.0 -0.1 0.0 -0.001
C -5.255923 1.072074 2.008080 0.0 0.0 0.0 0.018
C -4.439865 0.526299 0.994950 0.0 0.0 -0.1 0.000
C -4.920147 -0.212477 -0.110510 0.0 0.0 0.0 0.000
C -4.038751 -0.721475 -1.019415 0.0 0.0 0.0 -0.003
C -2.658585 -0.515371 -0.841248 -0.1 0.0 0.0 -0.001
N -2.186572 0.177197 0.170464 -0.1 -0.5 -0.3 -0.006
C -3.051990 0.711749 1.084503 0.0 0.1 -0.1 0.011
C -0.105040 2.133023 4.468702 -0.1 -0.1 0.1 0.002
C 0.303761 0.817473 4.637724 0.0 0.1 -0.1 0.001
C 0.500086 0.340278 5.922006 0.0 0.0 0.0 0.000
C 0.297718 1.174944 7.013792 0.0 0.0 0.0 0.001
C -0.100443 2.491705 6.829505 0.0 0.0 0.0 0.000
C -0.309339 2.981537 5.549395 0.0 0.0 0.0 0.001
H -2.860404 2.478383 3.956615 -0.1 0.0 0.0 0.001
H -5.288292 2.154667 3.835722 0.0 0.0 0.0 0.000
H -6.328181 0.937416 1.957677 0.0 0.0 0.0 0.001
H -5.986849 -0.365148 -0.222274 0.0 0.0 0.0 0.000
H -4.375187 -1.291602 -1.873692 0.0 0.0 0.0 0.000
H -1.933783 -0.926555 -1.534600 0.0 -0.1 0.0 0.000
H 0.471874 0.183145 3.778143 0.0 0.0 0.0 0.000
H 0.813415 -0.684863 6.069589 0.0 0.0 0.0 0.000
H 0.456720 0.797556 8.015437 0.0 0.0 0.0 0.000
H -0.248856 3.139169 7.683082 0.0 0.0 0.0 0.000
H -0.626032 4.002008 5.381126 0.0 0.0 0.0 0.000
Se 1.841854 2.833020 -6.642370 0.0 0.0 0.1 0.000
N 2.574946 1.693758 -5.484431 -0.1 0.1 -0.1 0.000
C 1.766568 1.623703 -4.463624 -0.1 -0.1 0.2 0.000
C 2.006474 0.763037 -3.304339 0.0 0.1 -0.1 0.000
C 3.139392 -0.034385 -3.195673 0.1 -0.1 0.0 0.000
C 3.275366 -0.823365 -2.077708 0.0 0.1 -0.1 0.000
C 2.266668 -0.824191 -1.124075 -0.1 -0.1 0.0 0.000
N 1.178535 -0.058412 -1.200713 -0.3 -0.3 0.2 -0.001
C 1.073683 0.755923 -2.270742 -0.1 0.1 0.1 0.000
C -0.026069 1.714779 -2.273664 -0.2 -0.4 -0.1 0.004
N -0.715254 1.818527 -1.131117 0.6 0.5 0.4 0.054
C -1.700596 2.713350 -1.053049 0.1 0.1 0.1 0.006
C -2.096569 3.480379 -2.136277 0.0 0.0 -0.1 0.003
C -1.404867 3.364623 -3.323770 -0.1 0.0 0.0 0.001
C -0.321949 2.495517 -3.386735 -0.1 -0.1 -0.2 0.001
C 0.579860 2.435563 -4.532700 0.0 -0.1 0.1 0.000
N 0.423285 3.148307 -5.613170 0.1 0.0 -0.1 0.000
H 3.879986 -0.014085 -3.984292 0.0 0.0 0.0 0.000
H 4.141378 -1.451963 -1.927931 0.0 0.0 0.0 0.000
H 2.347476 -1.486388 -0.282810 0.1 0.1 -0.1 0.000
H -2.170932 2.843184 -0.088597 0.0 -0.1 0.0 0.001
H -2.911518 4.180438 -2.023230 0.0 0.0 0.0 0.000
H -1.657187 3.957087 -4.193189 0.0 0.0 0.0 0.000
S -0.477399 -1.888164 -3.154448 0.0 -0.2 -0.2 0.000
C -1.410686 -3.147819 -3.808839 0.0 0.1 0.0 0.000
N -2.066452 -3.001532 -4.968059 0.0 0.0 0.0 0.000
C -2.862181 -4.042314 -5.614590 0.0 0.0 0.0 0.000
C -3.400986 -4.982369 -4.551892 0.0 0.0 0.0 0.000
C -2.246975 -5.475409 -3.698054 0.0 0.0 0.0 0.000
N -1.526163 -4.320669 -3.172431 0.0 0.0 0.0 0.000
H -1.904374 -2.129735 -5.442540 0.0 0.0 0.0 0.000
H -2.250292 -4.590156 -6.336119 0.0 0.0 0.0 0.000
H -3.673968 -3.562719 -6.159086 0.0 0.0 0.0 0.000
H -3.918341 -5.821489 -5.013625 0.0 0.0 0.0 0.000
H -4.113155 -4.446530 -3.920425 0.0 0.0 0.0 0.000
H -1.574579 -6.102047 -4.290428 0.0 0.0 0.0 0.000
H -2.606298 -6.067116 -2.858072 0.0 0.0 0.0 0.000
H -0.982131 -4.406374 -2.330470 0.0 0.0 0.0 0.000
C 2.443831 -4.625599 1.800567 -0.3 0.1 0.1 0.000
N 2.106924 -3.403704 1.106409 0.7 0.2 -0.4 0.002
C 1.141778 -3.588762 0.042886 -0.2 -0.2 0.4 0.001
C 2.038049 -2.193233 1.922490 -0.5 -0.1 0.0 0.005
C 0.628672 -1.990642 2.442511 0.3 -0.1 -0.2 0.037
C 0.350502 -2.679656 3.624978 -0.1 0.0 -0.1 0.000
C -0.937392 -2.867149 4.085221 0.0 -0.1 0.0 0.031
C -1.979511 -2.412116 3.301119 -0.1 0.0 0.0 0.000
C -1.723335 -1.677410 2.156428 0.2 -0.1 -0.1 0.031
C -0.419812 -1.347759 1.730801 0.2 0.3 0.7 0.051
H 2.603911 -5.422459 1.074230 0.1 0.0 0.0 0.000
H 1.646559 -4.953340 2.488980 0.0 -0.1 0.0 0.000
H 3.359531 -4.489333 2.375898 0.0 0.0 0.0 0.000
H 1.614659 -4.078525 -0.813368 0.0 0.0 0.0 0.000
H 0.723822 -2.642372 -0.291493 0.0 -0.1 0.0 0.000
H 0.295204 -4.218298 0.368778 -0.1 0.1 0.0 0.000
H 2.352585 -1.322345 1.377133 0.2 0.1 0.0 0.001
H 2.735285 -2.313475 2.749679 0.0 0.0 0.0 0.000
H 1.183883 -3.101077 4.174416 0.0 0.0 0.0 0.000
H -1.124579 -3.404040 5.006165 0.0 0.0 0.0 0.002
H -3.006987 -2.611921 3.578102 0.0 0.0 0.0 -0.001
H -2.591682 -1.382984 1.603062 -0.1 0.0 0.0 0.001
O 3.602689 0.787231 2.262286 0.0 0.1 0.1 0.000
C 2.825529 1.189959 1.427608 -0.2 -0.4 -0.1 0.004
O 1.668197 0.590697 1.256611 0.6 0.5 0.5 0.047
C 3.274316 2.258864 0.460942 0.0 0.0 0.0 0.002
C 4.631451 2.563752 0.451754 0.0 0.0 0.0 0.000
C 5.105693 3.512929 -0.432033 0.0 0.0 0.0 0.000
C 4.291042 4.177014 -1.325435 0.0 0.0 0.0 0.000
C 2.950636 3.856482 -1.280502 -0.1 0.0 -0.2 0.000
C 2.424948 2.923856 -0.408675 0.0 0.0 0.2 0.000
N 2.034277 4.521315 -2.226415 0.1 0.0 0.2 0.000
O 2.510664 4.995034 -3.234645 0.0 0.0 0.0 0.000
O 0.851418 4.532380 -1.938818 0.1 0.2 0.0 0.000
N 6.551327 3.835515 -0.429841 0.0 0.0 0.0 0.000
O 6.904516 4.791229 -1.087364 0.0 -0.1 0.0 0.000
O 7.276593 3.118289 0.223976 0.0 0.1 0.0 0.000
H 5.302659 2.056178 1.129071 0.0 0.0 0.0 0.000
H 4.680688 4.914705 -2.010385 0.0 0.0 0.0 0.000
H 1.363392 2.752604 -0.389815 0.0 0.0 0.1 0.000
```
Forces are in eV/Å.

No. 2
Entry from the Open Molecules 2025 dataset: a structure of composition C47H42CaF2N3OP2S (ωB97M-V/def2-TZVPD).

Computed properties:
* lowest unoccupied orbital energy (alpha / beta): -2.604 / -2.530 eV
* gap between HOMO and LUMO (alpha / beta): 6.924 / 6.998 eV
* net charge: +1
* total energy: -109216.3973 eV
* multiplicity: 1

Geometry as XYZ:
```
99
Properties=species:S:1:pos:R:3:forces:R:3:lowdin_charge:R:1
Ca -1.808347 0.661783 -1.303904 -0.3 -0.3 -0.1 1.261
O -1.605164 2.562459 0.144292 -0.1 0.0 0.0 -0.576
S -0.146216 2.222266 0.366131 0.2 0.1 0.0 0.853
C 0.797283 3.339094 -0.652614 0.1 -0.1 0.0 -0.358
C 0.636506 4.720979 -0.561287 0.0 -0.1 0.0 -0.059
C 1.400045 5.544109 -1.361583 0.0 0.0 0.0 -0.044
C 2.326950 4.989308 -2.242790 0.0 0.0 0.0 -0.041
C 2.442916 3.618353 -2.362801 0.0 0.0 0.0 -0.082
C 1.650208 2.757025 -1.595800 0.0 0.1 0.0 -0.355
P 1.737889 0.921017 -1.842789 0.0 0.3 0.1 1.077
C 1.587689 0.734756 -3.654810 0.0 0.0 0.0 -0.406
C 1.838632 -0.549747 -4.147802 0.0 0.0 0.0 -0.129
C 1.667724 -0.839415 -5.490866 0.0 0.0 0.0 -0.076
C 1.210200 0.143087 -6.361328 0.0 0.0 0.0 -0.079
C 0.922759 1.408977 -5.876959 0.0 0.0 0.0 -0.077
C 1.111517 1.707160 -4.531680 0.0 0.0 0.0 -0.096
C 3.528260 0.752042 -1.490833 0.0 -0.2 -0.1 -0.370
C 3.917789 0.887045 -0.157537 0.0 0.0 0.0 -0.116
C 5.254499 0.808429 0.195897 0.0 0.0 0.0 -0.078
C 6.217977 0.577693 -0.778743 0.0 0.0 0.0 -0.076
C 5.837405 0.437418 -2.104041 0.0 0.0 0.0 -0.069
C 4.497209 0.526222 -2.462161 0.0 0.0 0.0 -0.084
C 0.347543 2.553234 2.035555 0.0 0.0 0.0 -0.366
C 0.224258 3.806856 2.622497 0.0 0.0 0.0 -0.050
C 0.638224 3.985690 3.928725 0.0 0.0 0.0 -0.049
C 1.174683 2.911507 4.626650 0.0 0.0 0.0 -0.044
C 1.259813 1.656491 4.044908 0.0 0.0 0.0 -0.064
C 0.822739 1.437194 2.738660 0.0 0.1 -0.1 -0.350
P 0.860348 -0.233430 1.922471 0.0 0.0 0.1 1.126
C 1.674738 -1.220685 3.226515 0.0 0.0 0.0 -0.405
C 3.012964 -1.535602 2.995667 0.0 0.0 0.0 -0.096
C 3.741260 -2.261687 3.929838 0.0 0.0 0.0 -0.069
C 3.130255 -2.697372 5.095357 0.0 0.0 0.0 -0.070
C 1.791468 -2.403523 5.328159 0.0 0.0 0.0 -0.064
C 1.069254 -1.665935 4.403366 0.0 0.0 0.0 -0.102
C -0.932268 -0.773467 2.104602 0.1 -0.1 0.0 -0.467
C -1.696550 -2.234269 0.685762 -0.1 0.0 0.0 -0.222
C -3.090695 -2.697002 0.616530 0.0 0.0 0.1 0.036
C -3.944113 -1.688523 1.262767 0.0 0.0 -0.1 -0.156
C -3.173476 -0.180311 2.708209 0.1 0.0 0.0 -0.144
C -1.762663 -0.109932 3.113518 -0.1 0.0 0.0 0.032
H -0.102537 5.139862 0.105555 0.0 0.0 0.0 0.107
H 1.281985 6.617471 -1.299938 0.0 0.0 0.0 0.117
H 2.947371 5.634918 -2.850380 0.0 0.0 0.0 0.117
H 3.150669 3.198000 -3.066756 0.0 0.0 0.0 0.118
H 2.171253 -1.329790 -3.471050 0.0 0.0 0.0 0.112
H 1.879694 -1.835338 -5.856818 0.0 0.0 0.0 0.111
H 1.070038 -0.082001 -7.410230 0.0 0.0 0.0 0.109
H 0.551195 2.175431 -6.544560 0.0 0.0 0.0 0.112
H 0.878817 2.703871 -4.179376 0.0 0.0 0.0 0.100
H 3.168718 1.067360 0.606362 0.0 0.0 0.0 0.067
H 5.545906 0.926027 1.232022 0.0 0.0 0.0 0.107
H 7.262305 0.511389 -0.504055 0.0 0.0 0.0 0.108
H 6.584337 0.262610 -2.867268 0.0 0.0 0.0 0.109
H 4.213572 0.422137 -3.502150 0.0 0.0 0.0 0.100
H -0.203233 4.629929 2.071031 0.0 0.0 0.0 0.104
H 0.549840 4.955537 4.398730 0.0 0.0 0.0 0.116
H 1.518366 3.048693 5.643765 0.0 0.0 0.0 0.116
H 1.663816 0.834645 4.620285 0.0 0.0 0.0 0.102
H 3.485175 -1.215642 2.072916 0.0 0.0 0.0 0.088
H 4.780161 -2.496166 3.739115 0.0 0.0 0.0 0.108
H 3.691905 -3.271255 5.820454 0.0 0.0 0.0 0.109
H 1.310705 -2.747584 6.234805 0.0 0.0 0.0 0.110
H 0.027194 -1.443934 4.601255 0.0 0.0 0.0 0.099
H -1.052904 -2.573600 -0.127384 0.0 0.0 0.0 0.142
H -3.378205 -3.715383 0.400802 0.0 0.0 0.0 0.118
H -4.972877 -1.660386 0.910603 0.0 0.0 0.0 0.152
H -3.805283 0.614548 3.097412 0.0 0.0 0.0 0.152
H -1.399363 0.258168 4.060830 0.0 0.0 0.0 0.115
C -3.736374 -3.400332 4.663360 0.0 0.0 0.0 -0.039
C -3.043766 -2.685625 3.537361 0.0 0.0 0.0 -0.234
C -1.794241 -3.003881 3.186405 0.0 0.0 0.0 -0.017
C -1.001497 -2.368542 2.086613 -0.1 0.1 0.0 -0.156
N -1.746512 -0.730451 0.807502 0.0 0.1 -0.2 -0.089
C -3.151336 -0.368704 1.177119 -0.1 0.0 0.0 -0.198
C -3.846557 -1.615968 2.848502 0.0 0.0 0.0 -0.098
H -3.097662 -4.158823 5.112736 0.0 0.0 0.0 0.080
H -4.649895 -3.883662 4.308474 0.0 0.0 0.0 0.089
H -4.035018 -2.692559 5.440797 0.0 0.0 0.0 0.089
H -1.294730 -3.790844 3.741727 0.0 0.0 0.0 0.117
H -0.020444 -2.835654 2.019648 0.0 0.0 0.0 0.125
H -3.564880 0.432460 0.557502 0.0 0.0 0.0 0.119
H -4.833836 -1.546649 3.302514 0.0 0.0 0.0 0.141
C -4.136181 -3.471499 -4.438339 0.0 0.0 0.0 0.003
N -3.110213 -2.491279 -4.123161 -0.1 -0.1 0.0 -0.111
C -2.512223 -1.630762 -5.010083 0.0 0.0 0.0 -0.037
C -1.705971 -0.828439 -4.268918 0.0 -0.1 0.0 -0.138
N -1.793910 -1.185012 -2.938814 0.0 0.2 0.1 -0.051
C -2.657484 -2.182855 -2.899310 0.0 0.1 -0.1 -0.173
H -3.812676 -4.096106 -5.267898 0.0 0.0 0.0 0.096
H -5.066432 -2.970572 -4.698935 0.0 0.0 0.0 0.101
H -4.303638 -4.100991 -3.568227 0.0 0.0 0.0 0.093
H -2.723045 -1.661085 -6.064281 0.0 0.0 0.0 0.128
H -1.077632 -0.021024 -4.606701 0.0 0.0 0.0 0.087
H -3.000220 -2.684389 -2.007791 0.0 0.0 0.0 0.115
F -4.671700 -0.006124 -2.215959 0.0 0.0 0.0 -0.176
C -4.012338 1.274860 -2.206448 0.2 -0.2 0.2 -0.384
F -3.769425 1.529700 -3.580209 0.0 0.0 0.0 -0.153
H -4.820300 1.965999 -1.946910 0.0 0.0 0.0 0.050
```
Forces are in eV/Å.